[1]
DFT (ωB97M-V with the def2-TZVPD basis set) results for the molecule C14H19N5O5 at a distorted geometry.

The geometry in XYZ format:
```
43
Properties=species:S:1:pos:R:3
N -6.44 2.09 0.59
C -5.20 1.75 1.12
C -5.08 1.69 2.52
C -3.88 1.34 3.07
N -3.79 1.30 4.42
C -2.80 1.08 2.25
C -2.88 1.12 0.85
C -1.66 0.81 0.02
N -1.56 1.17 -1.28
N -0.34 0.75 -1.62
C 0.28 0.24 -0.54
C 1.72 -0.22 -0.44
O 2.50 0.15 -1.61
C 3.88 -0.30 -1.55
C 4.63 0.35 -2.72
O 3.91 0.04 -3.93
C 3.96 -1.83 -1.55
O 5.33 -2.23 -1.35
C 3.15 -2.28 -0.32
O 3.06 -3.69 -0.38
C 1.76 -1.76 -0.30
O 1.09 -2.11 0.94
N -0.51 0.20 0.48
C -4.11 1.48 0.30
H -7.24 2.00 1.22
H -6.60 1.94 -0.39
H -5.93 1.91 3.19
H -4.53 1.74 4.98
H -2.87 1.18 4.83
H -1.89 0.81 2.75
H 0.18 1.01 -2.48
H 2.14 0.26 0.46
H 4.35 0.06 -0.66
H 5.65 0.00 -2.81
H 4.61 1.45 -2.61
H 2.96 0.12 -3.80
H 3.57 -2.27 -2.50
H 5.32 -3.18 -1.16
H 3.61 -1.93 0.62
H 2.42 -4.00 0.28
H 1.22 -2.19 -1.15
H 0.24 -1.64 1.05
H -4.21 1.59 -0.80
```

Computed properties:
Kohn-Sham gap ... 8.310 eV
Total charge ... 0
Total energy ... -1194.8702 hartree
2S+1 ... 1
ΔE to the lowest compared entry with this formula, charge and spin ... 1.899 eV
SMILES string ... Nc1cc(N)cc(-c2n[nH]c([C@@H]3O[C@H](CO)[C@@H](O)[C@H](O)[C@H]3O)n2)c1
HOMO ... -7.65 eV

[2]
DFT (ωB97M-V with the def2-TZVPD basis set) results for a cluster of 4 separate species, CH9NO4 in total at a distorted geometry.

The geometry in XYZ format:
```
15
Properties=species:S:1:pos:R:3
N -1.23 -0.70 -2.39
C -1.46 -1.30 -1.21
O -1.78 -2.42 -0.89
H -1.00 -1.29 -3.18
H -0.91 0.26 -2.35
H -1.33 -0.51 -0.40
O 2.60 1.06 4.66
H 2.49 0.26 5.17
H 2.01 1.13 3.91
O -0.48 2.26 -1.86
H -0.26 3.11 -2.25
H -0.19 2.31 -0.95
O 1.45 0.24 0.87
H 0.60 -0.16 1.13
H 2.01 -0.55 0.82
```

Computed properties:
Kohn-Sham gap ... 10.246 eV
Total charge ... 0
Total energy ... -399.2145 hartree
2S+1 ... 1
ΔE to the lowest compared entry with this formula, charge and spin ... 1.009 eV
SMILES string ... NC=O.O.O.O
HOMO ... -9.91 eV

[3]
DFT (ωB97M-V with the def2-TZVPD basis set) results for a cluster of 2 separate species, C40H41BO2 in total at a distorted geometry.

The geometry in XYZ format:
```
84
Properties=species:S:1:pos:R:3
C -6.02 -3.62 0.44
C -5.71 -2.29 0.74
C -4.40 -1.91 0.99
C -3.36 -2.87 0.97
C -1.98 -2.44 1.26
C -1.57 -1.16 0.80
C -0.50 -0.40 1.29
C -0.65 0.81 2.09
C 0.33 1.21 3.03
C 0.29 2.46 3.63
C -0.78 3.32 3.38
C -1.85 2.88 2.59
C -1.82 1.60 2.02
C -1.17 -3.31 2.10
C 0.24 -3.36 2.01
C 0.99 -4.22 2.81
C 0.35 -5.07 3.72
C -1.04 -5.03 3.85
C -1.79 -4.15 3.07
C -3.68 -4.22 0.69
C -5.00 -4.59 0.41
H -7.04 -3.91 0.21
H -6.49 -1.52 0.75
H -4.15 -0.88 1.26
H -2.19 -0.72 0.01
H 0.48 -0.84 1.38
H 1.14 0.50 3.26
H 1.10 2.76 4.29
H -0.84 4.28 3.88
H -2.71 3.53 2.40
H -2.68 1.21 1.47
H 0.73 -2.70 1.29
H 2.08 -4.22 2.72
H 0.93 -5.78 4.31
H -1.55 -5.69 4.56
H -2.86 -4.06 3.25
H -2.89 -4.97 0.68
H -5.22 -5.62 0.13
C 0.30 3.13 -3.87
C -0.07 2.92 -2.42
C -0.48 4.27 -1.86
C -1.15 1.75 -2.21
C -2.01 2.01 -1.00
C -2.07 1.52 -3.38
O -0.37 0.57 -1.95
B 0.91 1.04 -1.56
C 1.73 0.43 -0.29
C 2.31 1.26 0.65
C 3.15 0.72 1.64
C 3.44 -0.65 1.65
C 2.86 -1.49 0.70
C 1.97 -0.95 -0.24
C 2.04 0.09 -2.83
C 3.42 0.61 -2.69
C 4.49 -0.16 -2.18
C 5.75 0.39 -1.99
C 6.00 1.74 -2.30
C 4.94 2.52 -2.79
C 3.67 1.97 -2.97
O 1.07 2.44 -1.71
H -0.56 3.55 -4.40
H 1.11 3.85 -3.93
H 0.61 2.20 -4.36
H -1.37 4.63 -2.38
H -0.68 4.25 -0.78
H 0.32 4.99 -2.05
H -2.61 2.93 -1.12
H -2.71 1.18 -0.85
H -1.38 2.11 -0.10
H -2.71 2.40 -3.51
H -1.53 1.34 -4.31
H -2.72 0.66 -3.17
H 2.10 2.34 0.64
H 3.57 1.39 2.39
H 4.16 -1.06 2.38
H 3.10 -2.56 0.67
H 1.39 -1.62 -0.89
H 1.95 -0.98 -2.64
H 1.58 0.34 -3.79
H 4.30 -1.19 -1.87
H 6.57 -0.23 -1.59
H 6.98 2.18 -2.15
H 5.10 3.57 -3.05
H 2.85 2.60 -3.29
```

Computed properties:
Kohn-Sham gap ... 2.959 eV
Total charge ... 0
Total energy ... -1724.0786 hartree
2S+1 ... 1
ΔE to the lowest compared entry with this formula, charge and spin ... 0.000 eV
HOMO ... -5.72 eV

[4]
DFT (ωB97M-V with the def2-TZVPD basis set) results for the molecule C5H9NO.

The geometry in XYZ format:
```
16
Properties=species:S:1:pos:R:3
C 1.61 -1.11 0.15
C 0.60 -0.63 1.19
N 0.40 0.81 1.16
C -0.61 1.32 0.43
O -0.89 2.51 0.25
C -1.67 0.54 -0.15
C -1.61 0.30 -1.61
H 1.31 -0.80 -0.86
H 1.69 -2.21 0.16
H 2.60 -0.70 0.34
H 0.89 -0.93 2.19
H 0.99 1.45 1.68
H -0.38 -1.08 1.00
H -0.77 0.74 -2.17
H -2.57 0.58 -2.06
H -1.58 -0.81 -1.70
```

Computed properties:
Kohn-Sham gap ... 8.639 eV
Total charge ... 0
Total energy ... -325.7993 hartree
2S+1 ... 1
ΔE to the lowest compared entry with this formula, charge and spin ... 3.761 eV
HOMO ... -8.64 eV

[5]
DFT (ωB97M-V with the def2-TZVPD basis set) results for a structure of composition C2HF2MnN2O2 at a distorted geometry.

The geometry in XYZ format:
```
10
Properties=species:S:1:pos:R:3
N -0.03 1.23 1.51
N -0.19 0.08 0.73
C -1.20 0.04 -0.26
O -1.68 0.84 -0.96
F -1.43 -1.35 -0.46
C 1.04 -0.19 0.12
O 1.63 -1.30 0.22
F 1.56 0.74 -0.66
H -0.15 2.07 0.93
Mn 0.46 -2.16 -1.18
```

Computed properties:
Kohn-Sham gap (spin up / spin down) ... 8.977 / 6.050 eV
⟨S²⟩ ... 9.005
Total charge ... +1
Total energy ... -1687.0838 hartree
2S+1 ... 6
HOMO (spin up / spin down) ... -15.30 / -12.73 eV

[6]
DFT (ωB97M-V with the def2-TZVPD basis set) results for a structure of composition C8H18MgO6S2 at a distorted geometry.

The geometry in XYZ format:
```
35
Properties=species:S:1:pos:R:3
Mg 0.10 -1.45 -0.07
C -0.19 -3.52 0.18
O -1.29 -3.07 -0.39
O 0.90 -3.29 -0.53
O -0.02 -2.92 1.37
C -2.44 1.71 1.71
S -2.01 0.05 1.23
O -0.53 0.04 0.88
C -2.02 -0.66 2.88
H -1.58 2.11 2.25
H -3.34 1.77 2.31
H -2.43 2.31 0.80
H -1.84 0.12 3.63
H -1.30 -1.46 3.01
H -3.03 -1.06 3.01
C 2.51 0.07 2.42
S 2.95 0.18 0.69
O 1.88 -0.51 -0.07
C 2.63 1.95 0.51
H 2.85 -0.91 2.75
H 1.45 0.15 2.65
H 3.06 0.83 2.98
H 1.67 2.20 0.97
H 2.51 2.17 -0.55
H 3.43 2.48 1.01
C -1.02 -0.94 -4.14
C -0.38 -0.17 -3.03
O -0.32 -0.62 -1.91
C 0.24 1.17 -3.30
H -1.80 -0.38 -4.64
H -1.47 -1.86 -3.76
H -0.22 -1.19 -4.85
H -0.55 1.92 -3.17
H 0.65 1.37 -4.29
H 0.97 1.43 -2.54
```

Computed properties:
Kohn-Sham gap ... 6.078 eV
Total charge ... 0
Total energy ... -1763.5064 hartree
2S+1 ... 1
ΔE to the lowest compared entry with this formula, charge and spin ... 0.859 eV
HOMO ... -6.07 eV

[7]
DFT (ωB97M-V with the def2-TZVPD basis set) results for a cluster of 2 separate species, CH4Cl2Si in total at a distorted geometry.

The geometry in XYZ format:
```
8
Properties=species:S:1:pos:R:3
C -1.12 0.02 1.54
Si 0.83 0.10 -1.40
Cl 0.66 -1.81 -2.09
Cl 2.63 0.49 -0.43
H -1.68 0.65 0.86
H -0.93 -1.01 1.26
H -0.74 0.50 2.49
H 0.36 1.05 -2.24
```

Computed properties:
Kohn-Sham gap (spin up / spin down) ... 8.281 / 7.739 eV
Total charge ... 0
Total energy ... -1250.3229 hartree
2S+1 ... 1
ΔE to the lowest compared entry with this formula, charge and spin ... 4.469 eV
HOMO (spin up / spin down) ... -8.86 / -7.66 eV

Question: Which value of 2S+1 does entry 6 give?
Answer: 1